# 1
{
  "formula": "C13H10N3O5PdS2",
  "method": "ωB97M-V with the def2-TZVPD basis set",
  "species": ["Pd", "O", "C", "C", "C", "C", "C", "C", "C", "O", "N", "N", "C", "C", "C", "C", "C", "C", "N", "H", "H", "H", "H", "H", "H", "H", "H", "H", "H", "O", "S", "O", "O", "S"],
  "xyz": [[0.8167, 0.7269, -1.1921], [-3.6470, -0.6095, -1.6290], [-3.8905, -0.6056, -0.3122], [-5.2156, -0.6585, 0.1204], [-5.5183, -0.6872, 1.4656], [-4.5025, -0.6601, 2.4120], [-3.1874, -0.5934, 2.0015], [-2.8558, -0.5668, 0.6451], [-1.4559, -0.4643, 0.2160], [-1.1613, -0.3945, -1.0338], [-0.5122, -0.5617, 1.1483], [0.6873, -0.2652, 0.7051], [1.7969, -0.7726, 1.1689], [2.9703, -0.5727, 0.3877], [4.2761, -0.7786, 0.8671], [5.3435, -0.6633, 0.0121], [5.1063, -0.2942, -1.3171], [3.8068, -0.0721, -1.7243], [2.7607, -0.2577, -0.9256], [-2.6653, -0.4992, -1.7420], [-5.9937, -0.6739, -0.6273], [-6.5527, -0.7340, 1.7748], [-4.7527, -0.6898, 3.4629], [-2.3804, -0.5574, 2.7163], [1.8101, -1.3901, 2.0615], [4.4152, -1.0290, 1.9068], [6.3485, -0.8617, 0.3577], [5.9223, -0.2075, -2.0170], [3.5820, 0.2293, -2.7421], [1.0021, 4.5600, -1.8545], [0.9359, 3.1614, -1.5141], [2.1619, 2.6360, -0.8696], [-0.2486, 2.7868, -0.7185], [0.7985, 2.0188, -3.2094]],
  "atomic_forces_ev_per_a": [[-0.50, -1.71, 0.23], [-0.05, 0.06, -0.08], [0.32, -0.05, 0.13], [-0.10, -0.02, -0.08], [0.10, -0.02, -0.22], [-0.04, -0.01, 0.25], [-0.03, 0.01, -0.16], [-0.37, 0.04, 0.01], [1.00, -0.25, -1.17], [-1.00, 0.12, 0.65], [-0.38, -0.01, 1.50], [1.30, -0.42, -1.56], [-1.85, 0.43, 0.58], [1.22, 0.13, -1.45], [-0.73, -0.02, 0.09], [-0.06, 0.15, -0.68], [0.29, -0.20, 0.51], [-0.01, -0.16, -0.10], [0.55, 0.06, 0.68], [-0.05, 0.02, 0.12], [-0.07, -0.01, -0.10], [-0.08, 0.01, 0.05], [0.06, 0.03, 0.08], [0.07, 0.00, 0.05], [-0.09, 0.03, 0.04], [0.02, -0.05, 0.14], [0.05, 0.06, 0.02], [0.03, 0.10, -0.08], [-0.06, 0.04, 0.10], [-0.01, 0.12, 0.03], [0.37, 1.81, -0.19], [0.22, 0.45, 0.16], [-0.21, 0.01, 0.01], [0.07, -0.73, 0.45]],
  "total_energy_ev": -53502.484,
  "lumo_energy_ev": [1.90, 1.92],
  "total_charge": -1,
  "homo_lumo_gap_ev": [6.9, 6.9]
}



# 2
{
  "formula": "C10H11NO2",
  "method": "ωB97M-V with the def2-TZVPD basis set",
  "species": ["C", "N", "C", "O", "C", "C", "C", "C", "C", "C", "C", "C", "O", "H", "H", "H", "H", "H", "H", "H", "H", "H", "H", "H"],
  "xyz": [[-1.8676, 1.1650, -0.7445], [-1.0140, 0.8713, 0.3195], [-1.5268, 0.7045, 1.5859], [-2.6259, 0.9860, 1.9375], [-0.3887, 0.3657, 2.5226], [0.7469, 0.2625, 1.9084], [0.4158, 0.6097, 0.1997], [1.2371, 1.6330, -0.3606], [0.5677, -0.7055, -0.4627], [1.5941, -1.2706, -1.1142], [1.1713, -2.5985, -1.4596], [-0.1739, -2.5743, -1.1177], [-0.5928, -1.4688, -0.4646], [-1.8612, 0.3810, -1.4686], [-2.8785, 0.9914, -0.1694], [-1.6691, 2.2375, -1.2015], [-0.5397, 0.3168, 3.5160], [1.7439, -0.1628, 2.2869], [1.2902, 2.5335, 0.2870], [0.9371, 2.1140, -1.2553], [2.2608, 1.2475, -0.4283], [2.5289, -0.8972, -1.1325], [1.5704, -3.3420, -2.0710], [-0.9258, -3.3998, -1.1129]],
  "atomic_forces_ev_per_a": [[-2.36, 1.57, 0.36], [1.83, 0.05, 1.70], [2.77, 1.05, 0.29], [-2.23, -0.18, 0.36], [-0.75, 0.38, -2.70], [1.95, -0.27, -3.29], [-1.81, -3.12, 3.95], [2.40, 2.81, 1.04], [-1.12, 1.01, -0.10], [-2.21, -1.96, 0.67], [-3.45, 1.80, 0.56], [-0.18, -2.88, 0.09], [2.66, -0.19, -0.72], [0.30, -0.28, -0.98], [1.25, 1.27, -1.73], [-0.81, -2.14, 0.84], [-0.70, -0.51, 3.21], [-1.55, 1.12, -0.77], [0.05, -0.63, 0.21], [-0.50, -0.40, -1.44], [-0.13, 0.29, -0.30], [2.88, 1.26, -0.36], [0.94, -0.97, -0.56], [0.79, 0.92, -0.33]],
  "total_energy_ev": -16130.723,
  "lumo_energy_ev": 0.76,
  "smiles": "CN1C(=O)C=C[C@@]1(C)c1ccco1",
  "homo_lumo_gap_ev": 9.4
}



# 3
{
  "formula": "CH2Cl3Fe",
  "method": "ωB97M-V with the def2-TZVPD basis set",
  "species": ["Fe", "Cl", "C", "Cl", "Cl", "H", "H"],
  "xyz": [[-2.4302, -3.0412, 1.4278], [-1.1834, -1.3884, 1.9834], [0.7075, 0.7965, -0.6180], [-0.6457, 1.6458, -1.2352], [2.2129, 1.5742, -0.8272], [0.5513, 0.5740, 0.4528], [0.7877, -0.1608, -1.1836]],
  "atomic_forces_ev_per_a": [[0.46, 0.62, 0.44], [-0.63, -0.84, -0.35], [-0.05, 0.73, -0.43], [-0.18, -0.08, 0.03], [0.33, -0.03, 0.10], [0.08, -0.26, -0.02], [0.00, -0.15, 0.24]],
  "total_energy_ev": -73001.134,
  "lumo_energy_ev": [-10.44, -13.57],
  "total_charge": 2,
  "multiplicity": 6,
  "homo_lumo_gap_ev": [9.4, 6.0]
}



# 4
{
  "formula": "CH3IO3S",
  "method": "ωB97M-V with the def2-TZVPD basis set",
  "species": ["C", "O", "O", "O", "S", "I", "H", "H", "H"],
  "xyz": [[0.0407, 0.0803, -0.3204], [-2.2588, 0.7927, -1.9013], [0.1724, 0.0933, -1.7138], [-2.5334, -1.3559, 0.2143], [-1.0520, 0.4952, -2.6730], [-3.8617, -1.0504, -1.0128], [-0.7406, -0.6454, -0.0117], [-0.2504, 1.0593, 0.0644], [1.0190, -0.2079, 0.0631]],
  "atomic_forces_ev_per_a": [[-0.53, -0.38, 1.44], [-0.17, 0.74, 0.21], [0.05, 0.06, -1.38], [-0.06, -0.22, 0.18], [0.88, -0.14, -0.49], [-0.70, -0.54, 0.21], [0.54, 0.36, -0.13], [0.10, 0.05, -0.05], [-0.12, 0.06, 0.02]],
  "total_energy_ev": -26159.497,
  "lumo_energy_ev": [-0.98, -1.89],
  "homo_lumo_gap_ev": [8.2, 6.7]
}



# 5
{
  "formula": "C2H15NO4",
  "method": "ωB97M-V with the def2-TZVPD basis set",
  "species": ["C", "N", "C", "H", "H", "H", "H", "H", "H", "H", "O", "H", "H", "O", "H", "H", "O", "H", "H", "O", "H", "H"],
  "xyz": [[-0.6164, -0.7535, 1.3304], [-0.2265, -1.6826, 0.2402], [-0.9182, -1.4133, -1.0123], [-0.2318, 0.2407, 1.1113], [-1.6869, -0.7437, 1.4728], [-0.0715, -1.1050, 2.2120], [-0.4383, -2.6276, 0.5328], [-1.9355, -1.8264, -1.0231], [-0.3704, -1.9879, -1.7786], [-0.9935, -0.3712, -1.3162], [2.7131, -1.9867, -0.2364], [2.8722, -1.0326, -0.2718], [1.7448, -2.0568, -0.1726], [2.6951, 1.3479, -0.4082], [3.1586, 1.9025, -1.0535], [1.8176, 1.7274, -0.1896], [-2.1895, 1.2781, -0.0332], [-2.5561, 2.1336, 0.2606], [-2.5503, 0.6205, 0.5832], [0.2191, 2.6781, -0.2661], [0.0609, 3.5805, 0.0034], [-0.4965, 2.0782, 0.0149]],
  "atomic_forces_ev_per_a": [[1.64, -1.13, -0.55], [-0.30, 1.13, 0.56], [0.04, -1.34, -0.79], [-0.16, -0.07, -0.04], [-0.48, 0.01, 0.45], [-0.48, 0.15, 0.15], [0.00, -0.02, -0.01], [-0.18, 0.18, 0.09], [-0.26, 0.46, -0.04], [0.42, 0.00, 0.34], [-0.03, 0.03, -0.06], [-0.06, -0.06, -0.02], [0.14, 0.27, 0.12], [0.08, -0.27, 0.19], [-0.63, -0.09, 0.35], [0.71, 0.26, -0.59], [-0.58, 0.71, 0.41], [-0.03, -0.58, -0.25], [0.15, 0.33, -0.27], [0.30, -0.58, -0.17], [-0.29, 0.06, 0.27], [-0.03, 0.54, -0.14]],
  "total_energy_ev": -11997.061,
  "lumo_energy_ev": 0.09,
  "smiles": "CNC.O.O.O.O",
  "homo_lumo_gap_ev": 9.3
}



What is the formula in the second record?
C10H11NO2



Please write out number 2 again, unchanged.
{
  "formula": "C10H11NO2",
  "method": "ωB97M-V with the def2-TZVPD basis set",
  "species": ["C", "N", "C", "O", "C", "C", "C", "C", "C", "C", "C", "C", "O", "H", "H", "H", "H", "H", "H", "H", "H", "H", "H", "H"],
  "xyz": [[-1.8676, 1.1650, -0.7445], [-1.0140, 0.8713, 0.3195], [-1.5268, 0.7045, 1.5859], [-2.6259, 0.9860, 1.9375], [-0.3887, 0.3657, 2.5226], [0.7469, 0.2625, 1.9084], [0.4158, 0.6097, 0.1997], [1.2371, 1.6330, -0.3606], [0.5677, -0.7055, -0.4627], [1.5941, -1.2706, -1.1142], [1.1713, -2.5985, -1.4596], [-0.1739, -2.5743, -1.1177], [-0.5928, -1.4688, -0.4646], [-1.8612, 0.3810, -1.4686], [-2.8785, 0.9914, -0.1694], [-1.6691, 2.2375, -1.2015], [-0.5397, 0.3168, 3.5160], [1.7439, -0.1628, 2.2869], [1.2902, 2.5335, 0.2870], [0.9371, 2.1140, -1.2553], [2.2608, 1.2475, -0.4283], [2.5289, -0.8972, -1.1325], [1.5704, -3.3420, -2.0710], [-0.9258, -3.3998, -1.1129]],
  "atomic_forces_ev_per_a": [[-2.36, 1.57, 0.36], [1.83, 0.05, 1.70], [2.77, 1.05, 0.29], [-2.23, -0.18, 0.36], [-0.75, 0.38, -2.70], [1.95, -0.27, -3.29], [-1.81, -3.12, 3.95], [2.40, 2.81, 1.04], [-1.12, 1.01, -0.10], [-2.21, -1.96, 0.67], [-3.45, 1.80, 0.56], [-0.18, -2.88, 0.09], [2.66, -0.19, -0.72], [0.30, -0.28, -0.98], [1.25, 1.27, -1.73], [-0.81, -2.14, 0.84], [-0.70, -0.51, 3.21], [-1.55, 1.12, -0.77], [0.05, -0.63, 0.21], [-0.50, -0.40, -1.44], [-0.13, 0.29, -0.30], [2.88, 1.26, -0.36], [0.94, -0.97, -0.56], [0.79, 0.92, -0.33]],
  "total_energy_ev": -16130.723,
  "lumo_energy_ev": 0.76,
  "smiles": "CN1C(=O)C=C[C@@]1(C)c1ccco1",
  "homo_lumo_gap_ev": 9.4
}



What did the second record say?
{
  "formula": "C10H11NO2",
  "method": "ωB97M-V with the def2-TZVPD basis set",
  "species": ["C", "N", "C", "O", "C", "C", "C", "C", "C", "C", "C", "C", "O", "H", "H", "H", "H", "H", "H", "H", "H", "H", "H", "H"],
  "xyz": [[-1.8676, 1.1650, -0.7445], [-1.0140, 0.8713, 0.3195], [-1.5268, 0.7045, 1.5859], [-2.6259, 0.9860, 1.9375], [-0.3887, 0.3657, 2.5226], [0.7469, 0.2625, 1.9084], [0.4158, 0.6097, 0.1997], [1.2371, 1.6330, -0.3606], [0.5677, -0.7055, -0.4627], [1.5941, -1.2706, -1.1142], [1.1713, -2.5985, -1.4596], [-0.1739, -2.5743, -1.1177], [-0.5928, -1.4688, -0.4646], [-1.8612, 0.3810, -1.4686], [-2.8785, 0.9914, -0.1694], [-1.6691, 2.2375, -1.2015], [-0.5397, 0.3168, 3.5160], [1.7439, -0.1628, 2.2869], [1.2902, 2.5335, 0.2870], [0.9371, 2.1140, -1.2553], [2.2608, 1.2475, -0.4283], [2.5289, -0.8972, -1.1325], [1.5704, -3.3420, -2.0710], [-0.9258, -3.3998, -1.1129]],
  "atomic_forces_ev_per_a": [[-2.36, 1.57, 0.36], [1.83, 0.05, 1.70], [2.77, 1.05, 0.29], [-2.23, -0.18, 0.36], [-0.75, 0.38, -2.70], [1.95, -0.27, -3.29], [-1.81, -3.12, 3.95], [2.40, 2.81, 1.04], [-1.12, 1.01, -0.10], [-2.21, -1.96, 0.67], [-3.45, 1.80, 0.56], [-0.18, -2.88, 0.09], [2.66, -0.19, -0.72], [0.30, -0.28, -0.98], [1.25, 1.27, -1.73], [-0.81, -2.14, 0.84], [-0.70, -0.51, 3.21], [-1.55, 1.12, -0.77], [0.05, -0.63, 0.21], [-0.50, -0.40, -1.44], [-0.13, 0.29, -0.30], [2.88, 1.26, -0.36], [0.94, -0.97, -0.56], [0.79, 0.92, -0.33]],
  "total_energy_ev": -16130.723,
  "lumo_energy_ev": 0.76,
  "smiles": "CN1C(=O)C=C[C@@]1(C)c1ccco1",
  "homo_lumo_gap_ev": 9.4
}